(1)
Formula: C5H12N3O
Source: the Open Molecules 2025 dataset
Level of theory: ωB97M-V with the def2-TZVPD basis set

Each line ends with the Mulliken charge.
Element x y z (Å)
1 O 1.7241 -0.8509 1.1109  -0.5364
2 N -0.3686 0.6645 0.0886  1.0995
3 N -1.0048 -0.4825 0.0329  0.1845
4 N 0.8554 0.8392 -0.0904  -0.9094
5 C 3.1608 0.2861 -0.4679  -1.0748
6 C 1.8941 -0.0352 0.2368  0.6714
7 C -0.3556 -1.6602 -0.4694  -1.0026
8 C -1.1462 1.8657 0.2989  -0.8522
9 C -2.3961 -0.5689 0.3921  -1.0139
10 H 3.7264 0.9893 0.1442  0.3090
11 H 0.2187 -2.1699 0.3151  0.3836
12 H -3.0443 -0.2151 -0.4145  0.3756
13 H -2.0038 1.9103 -0.3709  0.3239
14 H 0.3414 -1.3937 -1.2679  0.3640
15 H -1.4922 1.9224 1.3324  0.3866
16 H -1.1050 -2.3401 -0.8671  0.4537
17 H 2.9722 0.7484 -1.4320  0.3298
18 H -0.4891 2.7147 0.1152  0.3628
19 H -2.6112 -0.0003 1.2961  0.3592
20 H -2.6396 -1.6108 0.5897  0.4289
21 H 3.7633 -0.6130 -0.5728  0.3567

Values from the calculation:
SMILES string: CC(=O)/N=[N+](/C)N(C)C
Net charge: +1

---

(2)
Formula: C42H33AsINO2PPt
Source: the Open Molecules 2025 dataset
Level of theory: ωB97M-V with the def2-TZVPD basis set

Each line ends with the Mulliken charge.
Element x y z (Å)
1 Pt -0.5293 0.2081 -0.1881  2.1572
2 I -2.1980 -2.2697 0.7984  0.1108
3 As 2.3692 -1.7242 -0.0730  1.5177
4 P -0.9887 0.7386 -2.2907  0.6481
5 O 0.7083 -1.9417 -0.1366  -0.7469
6 O 0.6769 2.4782 0.8743  -0.5180
7 N -1.1848 0.2003 1.9609  -0.1259
8 C -2.9799 2.6546 -2.8224  -0.2790
9 C -2.0217 -0.7965 2.2585  0.3235
10 C 4.9776 -4.4816 1.6537  -0.7511
11 C -0.7815 -0.4603 -3.6239  0.3910
12 C -5.0405 0.8415 -2.3911  -0.7607
13 C 0.6357 2.6775 -1.4825  0.4475
14 C -1.3611 -0.2610 -4.8774  -0.5760
15 C 3.4554 1.6690 2.9448  -0.5357
16 C 4.4116 -3.2960 1.2105  -0.3448
17 C -1.7423 1.1968 4.0562  -1.0441
18 C 0.2657 -2.4727 -4.4270  -0.6895
19 C 0.0927 2.1379 -2.6413  0.4886
20 C 2.8236 -0.0911 -2.3663  0.0760
21 C 0.4128 2.6775 -3.8791  -0.7077
22 C 4.1414 1.6090 1.7408  -0.8168
23 C -1.1088 -1.1563 -5.9023  -0.7393
24 C 1.8190 4.3028 -2.7722  -0.7409
25 C -2.5948 0.1467 4.3544  -0.2376
26 C 3.0789 -1.3387 -1.8042  0.3936
27 C 3.7447 -2.3169 -2.5318  -0.6618
28 C -1.0571 1.1897 2.8563  -0.4206
29 C 1.2808 3.7595 -3.9366  -0.6621
30 C -2.6879 1.3372 -2.4928  0.4731
31 C 2.1589 -0.2541 2.3237  -0.2472
32 C -4.3025 3.0636 -2.9396  -0.8202
33 C 3.0686 -5.7060 0.8391  -0.6714
34 C 0.3126 2.0035 -0.1674  -0.6997
35 C 3.8412 0.6148 0.8200  0.0500
36 C 3.2283 0.1764 -3.6633  -0.8465
37 C 3.1731 -3.3250 0.5791  -0.2496
38 C -0.2900 -2.2573 -5.6785  -0.6758
39 C -2.7432 -0.8787 3.4339  -0.6268
40 C 4.3065 -5.6825 1.4647  -0.4348
41 C 3.8876 -0.8032 -4.3956  -0.7120
42 C 0.0187 -1.5764 -3.3959  -0.3794
43 C 2.4942 -4.5240 0.3937  -0.3456
44 C -5.3299 2.1598 -2.7242  -0.4933
45 C 2.4693 0.7377 3.2391  -0.7480
46 C -3.7258 0.4302 -2.2736  -0.3580
47 C 2.8472 -0.3107 1.1149  0.0931
48 C 1.4972 3.7654 -1.5351  -0.4710
49 C 4.1473 -2.0433 -3.8325  -0.8464
50 H 2.5479 -6.6443 0.7025  0.4054
51 H 0.8866 -3.3412 -4.2484  0.4990
52 H 2.3049 0.6674 -1.7938  0.4016
53 H 0.4217 -1.7545 -2.4078  0.6421
54 H -0.0987 -2.9574 -6.4814  0.4088
55 H -4.5265 4.0895 -3.1988  0.4274
56 H 4.6656 -2.8009 -4.4053  0.4417
57 H 5.9384 -4.4690 2.1501  0.4061
58 H -5.8430 0.1353 -2.2234  0.4269
59 H -2.0167 0.5850 -5.0495  0.4834
60 H -3.1425 0.1229 5.2868  0.4242
61 H 4.7501 -6.6057 1.8132  0.3915
62 H -2.1817 3.3674 -2.9860  0.4000
63 H 1.3882 -0.9850 2.5406  0.3270
64 H 1.9420 0.7850 4.1834  0.4917
65 H 3.6939 2.4454 3.6596  0.4308
66 H 1.5445 4.1828 -4.8969  0.4702
67 H 0.0014 2.2526 -4.7863  0.4791
68 H -6.3591 2.4802 -2.8156  0.4068
69 H 4.9292 -2.3561 1.3652  0.4056
70 H 4.3784 0.5625 -0.1191  0.4711
71 H -0.3729 1.9765 2.5823  0.7243
72 H -1.5568 -1.0018 -6.8748  0.4410
73 H -3.4013 -1.7150 3.6146  0.4301
74 H 2.4968 5.1435 -2.8342  0.4169
75 H 1.5194 -4.5216 -0.0791  0.4320
76 H 1.9101 4.1649 -0.6186  0.5457
77 H 4.2038 -0.5975 -5.4098  0.4223
78 H 3.0268 1.1461 -4.1002  0.4541
79 H -1.6042 2.0194 4.7427  0.4643
80 H 3.9473 -3.2868 -2.0922  0.4458
81 H -3.5017 -0.5984 -2.0134  0.3391
82 H 4.9125 2.3348 1.5190  0.4581

Values from the calculation:
Net charge: +1

---

(3)
Formula: C54H31N21OSc
Source: the Open Molecules 2025 dataset
Level of theory: ωB97M-V with the def2-TZVPD basis set

Each line ends with the Mulliken charge.
Element x y z (Å)
1 Sc 2.8145 1.8595 -1.5416  0.5967
2 O -10.0690 -6.1415 5.4522  -0.4185
3 N 4.5904 0.3587 0.7840  -0.3418
4 N 3.1147 3.4272 -3.1729  0.1638
5 N -0.1407 -0.9180 3.8461  -0.5498
6 N -1.7933 1.2753 3.5419  -0.5697
7 N 3.3779 3.4518 1.8133  -0.0586
8 N -0.0122 -0.0631 -2.1589  -0.4316
9 N 4.6445 1.0201 -2.4031  0.1982
10 N -4.2078 -3.4760 4.7742  -0.7310
11 N 5.0325 0.3823 2.0054  -0.7429
12 N 1.2253 4.3601 -0.7428  -0.1831
13 N 0.9893 4.2674 -3.9297  -0.5317
14 N 1.8136 5.2039 1.1792  -0.5525
15 N 0.9028 2.1364 -2.7722  0.2715
16 N 2.2209 3.4835 -0.2619  0.4230
17 N 4.4503 -1.3988 -1.9117  -0.4439
18 N 5.4135 2.9045 -3.6797  -0.5086
19 N -5.5219 -1.7734 4.2863  -0.0702
20 N 3.8774 1.4656 0.4744  0.6258
21 N 1.0414 5.3694 0.0667  -0.7563
22 N 2.3085 -0.2868 -1.7143  0.0968
23 N 4.6175 1.5530 2.6533  -0.5559
24 C -0.0939 1.1933 -2.6471  -0.5188
25 C -3.0180 2.6185 -5.1799  -0.6088
26 C 1.0185 -0.8045 -1.8233  -0.2908
27 C 0.5813 -4.6112 -1.2863  -0.4804
28 C -3.7745 -0.0508 3.6409  0.5899
29 C 2.4152 -2.5904 -1.3458  0.5398
30 C -3.8873 2.2866 2.9815  -0.6067
31 C 7.2702 -1.5879 -3.1957  -0.6099
32 C 0.3442 3.1591 -3.5668  -0.4904
33 C 3.7977 7.4873 -5.6444  -0.7203
34 C 6.5972 0.7445 -3.6162  0.6258
35 C 2.4509 4.0032 0.9530  0.4045
36 C 5.5231 1.6604 -3.2270  -0.3979
37 C -2.3588 0.0853 3.6825  0.1872
38 C -7.8641 -3.2867 5.5248  -0.7355
39 C 0.6386 -1.9567 4.1203  -0.2614
40 C -5.4635 -3.0788 4.7120  0.2722
41 C -4.5642 1.1364 3.3834  -0.6750
42 C 0.1889 -3.3402 -1.7847  -0.1774
43 C -1.4680 -1.0352 4.0163  0.1907
44 C 8.2497 -1.4438 -4.1456  -0.4311
45 C 2.7562 6.6591 -5.1398  -0.2650
46 C -6.6641 -3.8410 4.9993  0.2390
47 C 8.3595 -0.2597 -4.8469  -0.5108
48 C -6.5463 -5.2147 4.8787  -0.6604
49 C 3.1116 5.4415 -4.4466  0.4017
50 C -2.5031 2.3456 3.1082  -0.4072
51 C 6.4570 -0.4705 -2.9146  0.0293
52 C -7.6167 -6.0809 5.1249  -0.4184
53 C 3.9278 2.1889 1.6687  0.2485
54 C 5.1096 -0.3071 -2.2917  0.1073
55 C -1.1675 -3.3055 4.8409  -0.5853
56 C -3.3618 1.4965 -4.4779  -0.2671
57 C 1.8566 -4.8675 -0.8316  -0.6725
58 C -1.0422 2.8737 -3.8877  0.4580
59 C 5.1145 7.1346 -5.2826  -0.5195
60 C 7.6075 0.9005 -4.5436  -0.1324
61 C -8.8760 -5.5088 5.4985  0.6925
62 C -4.2545 -1.3226 4.0645  0.3829
63 C 3.1735 -1.3302 -1.5186  -0.0678
64 C -3.4159 -2.3986 4.4161  0.5369
65 C 2.7921 -3.8283 -0.8565  -0.3007
66 C -2.5789 1.0408 -3.4232  -0.4570
67 C 5.4202 5.9555 -4.6057  -0.1758
68 C -1.9628 3.4165 -4.7356  -0.3994
69 C 4.4388 5.0880 -4.2437  0.2464
70 C -1.3281 1.6192 -3.2526  0.8135
71 C -10.3585 -7.1801 6.4207  -0.6821
72 C -8.8991 -4.1140 5.8734  -0.4465
73 C 0.1745 -3.1710 4.6194  -0.6430
74 C 4.3680 3.7079 -3.6084  -0.0409
75 C -2.0085 -2.2431 4.5257  0.2546
76 C 1.0706 -2.2526 -1.7015  0.0837
77 C 2.3107 4.3702 -3.8206  -0.2227
78 H -4.2657 0.9176 -4.7136  0.3444
79 H -1.5315 -4.1415 5.4388  0.3990
80 H 5.9738 7.6672 -5.7439  0.2789
81 H -5.6375 1.1925 3.4595  0.3288
82 H 7.0447 -2.5248 -2.6987  0.4437
83 H -11.3282 -7.5043 6.1043  0.2605
84 H 0.8415 -4.0035 4.7824  0.4136
85 H 8.9324 -2.2819 -4.3565  0.3460
86 H 3.8556 -4.0024 -0.5380  0.3838
87 H -0.8169 -3.2109 -2.2302  0.4199
88 H -2.9701 0.1141 -2.9599  0.3775
89 H -9.8327 -3.7166 6.3072  0.3337
90 H -7.5430 -7.1883 4.9948  0.2849
91 H -10.3902 -6.7681 7.4332  0.2896
92 H 1.6786 6.8860 -5.2118  0.4537
93 H -1.7519 4.3345 -5.2415  0.5056
94 H -7.9041 -2.2164 5.6222  0.3494
95 H -9.7154 -8.0723 6.3173  0.2739
96 H 7.8462 1.8127 -5.1243  0.4369
97 H -1.9113 3.2406 2.9862  0.5056
98 H 1.6956 -1.7465 3.9425  0.5161
99 H 6.4622 5.8075 -4.4419  0.5029
100 H -3.5019 2.8342 -6.1297  0.3401
101 H 3.5958 8.3606 -6.2254  0.4290
102 H 9.1432 -0.2270 -5.6124  0.3293
103 H 2.2498 -5.7986 -0.4734  0.4432
104 H 3.6241 3.9543 2.6529  0.2079
105 H -0.1409 -5.4634 -1.2151  0.2903
106 H -6.4347 -1.2812 4.1465  0.2943
107 H -5.5677 -5.5707 4.5810  0.4648
108 H -4.4382 3.0052 2.3979  0.3970

Values from the calculation:
Net charge: -1

---

(4)
Formula: C12H38N2O8
Source: the Open Molecules 2025 dataset
Level of theory: ωB97M-V with the def2-TZVPD basis set

Each line ends with the Mulliken charge.
Element x y z (Å)
1 O 1.0128 -4.9855 -6.1622  -0.6365
2 O -0.0193 0.2973 -0.2710  -0.4555
3 O 5.3359 4.0091 -2.4662  -0.4880
4 O -2.7641 -2.0116 2.5509  -0.5121
5 O 3.4021 -2.4116 1.9756  -0.5006
6 O -0.8448 5.3325 6.9383  -0.5714
7 O -2.3407 4.9076 -0.7416  -0.5029
8 O -5.6746 -1.9191 -2.8957  -0.4709
9 N 1.4962 -4.5753 -3.9789  0.1249
10 N -0.4568 3.7138 5.4699  0.0727
11 C 2.6540 -3.1600 2.9067  -0.4869
12 C 0.4178 2.5782 5.1405  -0.8971
13 C -6.1235 -0.6506 -3.1145  -0.4924
14 C -1.2209 4.3007 4.3327  -0.9395
15 C -0.3428 4.2764 6.6740  0.1738
16 C 2.5629 -3.6047 -4.2297  -0.8166
17 C 0.8022 -5.2149 -4.9212  0.1453
18 C -0.4705 0.0923 -1.6319  -0.5620
19 C -0.9520 5.1665 -0.9419  -0.5141
20 C -3.3189 -2.9426 1.6491  -0.3984
21 C 1.2697 -4.9583 -2.5769  -0.9637
22 C 5.3569 2.8304 -1.7235  -0.4586
23 H 0.2066 0.5767 -2.3354  0.2791
24 H 4.3589 2.4441 -1.5168  0.1769
25 H 1.6160 -2.8329 2.8471  0.1924
26 H -6.2773 -2.4359 -3.4355  0.2974
27 H -0.5308 -0.9757 -1.8414  0.2432
28 H -2.7902 5.0654 -1.5751  0.3028
29 H 2.4366 -2.7057 -3.6264  0.2417
30 H -6.2710 -0.3480 -4.1512  0.2732
31 H -3.6024 -3.8451 2.1905  0.2250
32 H -0.6795 6.0939 -0.4380  0.2389
33 H -1.6478 3.5096 3.7162  0.3385
34 H 2.6927 -3.1539 -5.2136  0.2925
35 H -0.6990 5.2879 -1.9951  0.2969
36 H -7.0452 -0.4211 -2.5798  0.2452
37 H 1.1297 2.1720 5.8590  0.3052
38 H 2.7986 -4.2357 2.8072  0.2440
39 H -2.4843 -3.0387 0.9546  0.1845
40 H 1.4996 -4.1391 -1.8957  0.2921
41 H -0.5854 4.8927 3.6741  0.3263
42 H 5.8707 2.0432 -2.2752  0.2187
43 H -4.1397 -2.3950 1.1859  0.1873
44 H 0.9649 2.8543 4.2391  0.3251
45 H 2.9581 -3.0961 3.9515  0.2667
46 H -5.2992 -0.0397 -2.7464  0.1470
47 H -1.4731 0.4851 -1.8012  0.2126
48 H 5.8827 3.0328 -0.7904  0.2460
49 H -2.0734 4.9027 4.6475  0.3017
50 H 0.9184 0.1048 -0.3436  0.2800
51 H -0.1985 1.7600 4.7679  0.2969
52 H 0.3941 3.7524 7.3022  0.2686
53 H 0.2982 -5.4141 -2.3857  0.3232
54 H 4.2519 -2.7777 1.7200  0.2859
55 H 2.0143 -5.7047 -2.3003  0.3755
56 H 0.1947 -6.0497 -4.5389  0.2775
57 H -2.3842 -1.3033 2.0259  0.3119
58 H 3.4152 -4.1553 -3.8316  0.3450
59 H -0.3674 4.4301 -0.3905  0.1791
60 H 4.8651 4.5889 -1.8630  0.3057

Values from the calculation:
SMILES string: CN(C)C=O.CN(C)C=O.CO.CO.CO.CO.CO.CO
Net charge: 0

---

| no. | energy (eV) |
| --- | --- |
| 1 | -11888.18605 |
| 2 | -131145.38218 |
| 3 | -110545.79203 |
| 4 | -32415.38115 |